A | Here is a gas-phase ion, C3H6IN2O (charge +1) from the OMol25 dataset. Energies are from ωB97M-V/def2-TZVPD.

```
13
C3H6IN2O, DFT ωB97M-V/def2-TZVPD
C -0.8622 0.9989 -1.0262
N -0.4457 0.1698 0.0752
C 0.4601 -0.8679 -0.4182
N 1.6424 -1.2699 0.1601
O 2.3129 -0.8322 1.0666
C -0.7267 0.6145 1.2830
I -0.0983 -0.3392 2.9835
H -1.9087 0.7639 -1.4344
H -0.8877 2.0355 -0.7523
H -0.2618 0.7229 -1.7816
H -0.0324 -1.5761 -1.0839
H 2.0799 -1.9583 -0.3867
H -1.2718 1.5381 1.3149
```

The calculation puts the highest occupied orbital energy at -13.90 eV. As for the charge: +1. As for the SMILES: C[N+](/C=[NH+]\[O-])=C/I.



B | Here is 2 unconnected molecules or ions with the total composition C3H6IN2O from the OMol25 dataset. Energies are from ωB97M-V/def2-TZVPD.

```
13
C3H6IN2O, DFT ωB97M-V/def2-TZVPD
C 0.2274 -1.4657 -0.3205
C -0.1118 -0.1209 1.3449
C 0.8740 -0.1473 0.2410
N -0.5686 -1.4363 0.7451
N -0.3270 1.5536 -1.2863
O 0.3950 -2.0778 -1.3151
I 2.7724 0.4330 0.1118
H 0.4518 -0.3882 2.2691
H -0.6232 0.8323 1.5545
H -1.2060 -2.0983 1.0144
H -0.4493 2.5476 -1.2103
H -1.1775 0.9983 -0.8980
H -0.2572 1.3697 -2.2506
```

The calculation puts the highest occupied orbital energy at -14.61 eV. As for the charge: +1.



Least stable = A



A | Here is a molecular structure, ClH4NSi from the OMol25 dataset. Energies are from ωB97M-V/def2-TZVPD.

```
7
ClH4NSi, DFT ωB97M-V/def2-TZVPD
N -0.1130 -1.0196 0.7767
Si -1.5177 -1.0525 -0.0106
Cl -2.8441 0.3245 0.5745
H 0.3694 1.3754 0.4589
H 0.6648 -1.6431 0.6288
H -2.1534 -1.7919 -1.0862
H 0.5850 2.0902 0.2281
```

The calculation puts the highest occupied orbital energy at -10.01 eV. As for the charge: 0.



B | Here is 2 unconnected molecules or ions with the total composition ClH4NSi from the OMol25 dataset. Energies are from ωB97M-V/def2-TZVPD.

```
7
ClH4NSi, DFT ωB97M-V/def2-TZVPD
N 0.1584 -0.7908 -0.7716
Si -0.5848 0.5322 -0.0144
Cl 1.4770 0.6812 2.1894
H -0.1081 -1.7383 -0.5384
H 1.1659 -0.7462 -0.8776
H -1.8319 0.2734 0.6691
H -0.2765 1.7885 -0.6565
```

The calculation puts the highest occupied orbital energy at -9.16 eV. As for the charge: 0.



Least stable = A



A | Here is C9H10O in the gas phase from the OMol25 dataset. Energies are from ωB97M-V/def2-TZVPD.

```
20
C9H10O, DFT ωB97M-V/def2-TZVPD
O 0.4271 -0.3755 2.9766
C -0.2664 -1.0387 1.9453
C -0.1151 -0.3291 0.6107
C -0.8650 -0.8089 -0.6856
C 0.4714 -0.7113 -1.5522
C 0.0977 0.7737 -1.8288
C -1.2830 0.6448 -1.0582
C -0.4915 1.1463 0.2566
C 0.7962 1.2612 -0.6027
C 1.2170 -0.1801 -0.2269
H 1.2751 0.2022 2.4925
H -1.3207 -0.9645 2.2752
H 0.0286 -2.0801 1.8998
H -1.6009 -1.7064 -0.5663
H 0.7832 -1.6325 -2.1531
H 0.2742 1.0843 -2.8331
H -2.2533 1.1241 -1.3072
H -0.7181 1.9248 1.0059
H 1.3541 2.1452 -0.6077
H 2.1895 -0.4794 -0.0408
```

The calculation puts the highest occupied orbital energy at -9.39 eV. As for the charge: 0. As for the SMILES: OC[C@]12[C@H]3[C@@H]4C5[C@H]3[C@H]1[C@@H]5[C@@H]42.



B | Here is a molecular structure, C9H10O from the OMol25 dataset. Energies are from ωB97M-V/def2-TZVPD.

```
20
C9H10O, DFT ωB97M-V/def2-TZVPD
C -1.0378 -1.3407 -0.4430
C 0.2105 -2.1037 -0.7920
C 1.4107 -1.3698 -0.1989
C 0.9854 0.0919 0.0476
C 1.5405 1.2337 0.2050
C 0.8707 2.4078 0.3510
C -0.5211 2.4593 0.0079
C -1.2066 1.2869 -0.0162
C -0.4769 0.0924 -0.2199
H -1.9165 -0.9785 1.6218
H -1.6103 -1.4307 -1.1876
H 0.2335 -2.0750 -1.9011
H -0.1384 -3.2580 -0.1279
H 1.5918 -1.8418 1.0404
H 2.4912 -1.4573 -0.6114
H 2.8078 1.5926 0.3325
H 1.3867 3.3424 0.7265
H -1.1452 3.2995 0.2276
H -2.4129 1.1999 -0.3870
O -1.4925 -1.8676 0.8272
```

The calculation puts the highest occupied orbital energy at -8.73 eV. As for the charge: 0.



Least stable = A



A | Here is C19H21N3O3S in the gas phase from the OMol25 dataset. Energies are from ωB97M-V/def2-TZVPD.

```
47
C19H21N3O3S, DFT ωB97M-V/def2-TZVPD
C 3.2129 5.3997 -0.0624
C 2.9497 4.5740 -1.3179
O 3.3288 3.2182 -1.1672
C 2.5578 2.3614 -0.4577
C 1.2968 2.6720 0.0926
C 0.5793 1.7305 0.7808
C 1.0812 0.4301 0.9543
N 0.3399 -0.4758 1.6296
C 0.7800 -1.6956 1.7765
S -0.1808 -2.8819 2.6313
C -1.6420 -1.9284 3.1677
C -2.6458 -1.8034 2.0244
O -3.5687 -2.5750 1.8818
N -2.3938 -0.7463 1.2284
C -3.0419 -0.5668 -0.0455
C -2.0716 -0.8682 -1.2082
C -1.6996 -2.3512 -1.2780
C -2.8541 -2.9278 -2.0984
C -3.2962 -1.7388 -2.9662
O -2.6666 -0.5709 -2.4527
C 2.0436 -2.1235 1.2582
C 2.4813 -3.4524 1.4478
N 2.8571 -4.5257 1.5905
C 2.8141 -1.2154 0.5743
C 2.3483 0.1059 0.3965
C 3.0659 1.0850 -0.2990
H 2.9600 6.4393 -0.2502
H 4.2643 5.3355 0.2062
H 2.6226 5.0390 0.7766
H 3.5776 4.9354 -2.1367
H 1.9014 4.6524 -1.6298
H 0.8759 3.6576 -0.0275
H -0.3843 1.9760 1.2008
H -1.2963 -0.9614 3.5269
H -2.0738 -2.5181 3.9748
H -1.4988 -0.2773 1.3642
H -3.8993 -1.2414 -0.0802
H -3.3943 0.4645 -0.1424
H -1.1937 -0.2167 -1.1092
H -0.7516 -2.4704 -1.8044
H -1.6183 -2.8089 -0.2950
H -3.6604 -3.2463 -1.4389
H -2.5473 -3.7783 -2.7024
H -2.9758 -1.8462 -4.0074
H -4.3837 -1.6050 -2.9503
H 3.7724 -1.5078 0.1692
H 4.0277 0.8481 -0.7263
```

The calculation puts the highest occupied orbital energy at -8.48 eV. As for the charge: 0. As for the SMILES: CCOc1ccc2nc(SCC(=O)NC[C@H]3CCCO3)c(C#N)cc2c1.



B | Here is C19H21N3O3S in the gas phase from the OMol25 dataset. Energies are from ωB97M-V/def2-TZVPD.

```
47
C19H21N3O3S, DFT ωB97M-V/def2-TZVPD
C -4.7826 -2.4413 -1.6700
C -4.0322 -1.1614 -1.3366
O -4.5484 -0.6477 -0.1260
C -4.1228 0.6502 0.2025
C -2.6611 0.7243 0.6569
C -2.3122 2.1080 1.2064
N -0.9348 2.1533 1.6407
C 0.0351 2.7088 0.9006
O -0.1528 3.3704 -0.1022
C 1.4499 2.4282 1.4390
N 1.9450 1.1464 0.9435
C 1.4649 0.0244 1.5479
O 0.6929 0.1033 2.4926
C 1.8259 -1.3058 0.9920
C 0.7857 -2.2036 0.7644
C 1.0487 -3.4926 0.3418
C 2.3589 -3.9114 0.1700
C 3.4022 -3.0340 0.4027
C 3.1349 -1.7351 0.8049
S 4.4947 -0.6117 1.0699
C 3.9920 0.4794 -0.2513
N 4.8289 0.5692 -1.2588
C 4.5346 1.3590 -2.2752
C 3.3627 2.0970 -2.3259
C 2.4801 2.0121 -1.2622
C 2.7835 1.1805 -0.1842
H -4.4006 -2.8669 -2.5938
H -5.8422 -2.2307 -1.7825
H -4.6583 -3.1600 -0.8649
H -2.9568 -1.3741 -1.2411
H -4.1629 -0.4202 -2.1406
H -4.2794 1.3311 -0.6487
H -4.7758 0.9605 1.0231
H -2.4967 -0.0277 1.4324
H -1.9983 0.5029 -0.1829
H -2.4344 2.8687 0.4319
H -2.9588 2.3516 2.0541
H -0.6549 1.4887 2.3564
H 1.4334 2.3842 2.5309
H 2.1269 3.2159 1.1070
H -0.2290 -1.8745 0.9324
H 0.2323 -4.1749 0.1600
H 2.5691 -4.9223 -0.1446
H 4.4282 -3.3430 0.2775
H 5.2713 1.3955 -3.0652
H 3.1435 2.7324 -3.1688
H 1.5694 2.5929 -1.2563
```

The calculation puts the highest occupied orbital energy at -9.04 eV. As for the charge: 0. As for the SMILES: CCOCCCNC(=O)CN1C(=O)c2ccccc2Sc2ncccc21.



Least stable = A



A | Here is C4H4N4 in the gas phase from the OMol25 dataset. Energies are from ωB97M-V/def2-TZVPD.

```
12
C4H4N4, DFT ωB97M-V/def2-TZVPD
C -1.0885 -0.9149 0.4849
N -0.0304 -1.5087 0.3697
C 1.0515 -1.2012 -0.4270
N 1.7073 -0.0826 -0.4809
C 1.1904 1.0662 0.3505
N 0.0412 1.5294 0.3524
C -1.1728 1.0316 -0.4586
N -1.7881 -0.1444 -0.4859
H -1.8601 -1.2837 1.2140
H 1.4982 -2.0550 -0.7839
H 1.9884 1.6577 0.8547
H -1.5371 1.9054 -0.9898
```

The calculation puts the highest occupied orbital energy at -9.58 eV. As for the charge: 0. As for the SMILES: C1=N\C=N/C=N\C=N/1.



B | Here is C4H4N4 in the gas phase from the OMol25 dataset. Energies are from ωB97M-V/def2-TZVPD.

```
12
C4H4N4, DFT ωB97M-V/def2-TZVPD
H -0.7980 2.5530 0.1409
N -1.2637 1.7929 -0.4624
C -0.9248 0.6508 -0.3055
C -1.3286 -0.5740 -0.9283
N -1.8761 -1.4513 -1.3925
C 0.5063 0.1728 0.4216
N 0.2157 -1.1189 0.8906
C 1.5503 0.1254 -0.7454
N 2.3949 -0.0582 -1.5958
H 0.7933 0.9816 1.0522
H 0.8928 -2.0836 1.0033
H -0.1621 -0.9906 1.9213
```

The calculation puts the highest occupied orbital energy at -10.10 eV. As for the charge: 0. As for the SMILES: [H]/N=C(/C#N)[C@@H](N)C#N.



Least stable = B